No. 1
Computed, not measured: C26H54CaCl3N5O4PSi as an isolated structure at a distorted geometry, with wB97M-V/def2-TZVPD.

The geometry in XYZ format:
```
95
Properties=species:S:1:pos:R:3:mulliken_charge:R:1
C 0.32459 3.52959 -4.45469 -1.561
C -0.90055 3.17891 -3.65386 1.519
H 0.13127 4.41585 -5.06484 0.435
H 0.61672 2.67481 -5.07456 0.179
H 1.15140 3.78599 -3.78006 0.294
C -2.15555 3.73003 -3.94281 -0.753
C -2.61611 4.32451 -5.21010 -1.762
H -2.87805 3.83510 -3.14023 0.301
H -2.19365 3.87624 -6.12057 0.330
H -2.40930 5.39997 -5.23943 0.281
H -3.71194 4.24599 -5.26583 0.386
Ca 0.91760 -1.02338 0.63594 0.960
Cl 2.88118 0.64294 1.17376 -0.739
Cl 1.94717 -2.83723 -1.11222 -0.617
H 3.57210 -4.89433 3.75366 0.287
H 6.12785 -2.92540 3.19526 0.322
C 3.69789 -4.72527 2.67376 -0.907
C 5.62380 -3.17689 2.24793 -0.850
N 4.17729 -3.37477 2.41210 0.241
H 2.74688 -4.89328 2.15361 0.266
C 3.28864 -2.37414 2.37570 -0.253
O 2.06113 -2.52920 2.11254 -0.561
H 5.82603 -2.39320 1.50091 0.311
H 3.72224 -1.37125 2.54595 0.487
H 4.47327 -5.39532 2.31073 0.321
H 6.02649 -4.14009 1.90314 0.289
H -1.03822 -1.01947 -3.99176 0.167
H -3.45798 0.62424 -3.09769 0.197
C -1.69461 -1.75377 -3.49895 -1.107
C -3.66669 -0.41942 -2.82063 -0.861
N -2.45188 -1.12406 -2.42084 0.570
H -1.09748 -2.57300 -3.07783 0.223
C -2.28893 -1.55090 -1.13902 0.441
O -1.38970 -2.31474 -0.73474 -0.570
H -4.36941 -0.42866 -1.98057 0.301
H -3.05696 -1.15513 -0.44352 -0.116
H -2.41662 -2.12845 -4.23861 0.469
H -4.09545 -0.92640 -3.69451 0.376
O -0.78279 1.72561 -3.21036 -0.389
C -0.64638 2.68109 -2.18814 -1.453
C -2.67928 1.90354 -0.84916 0.914
C -1.73776 2.88245 -1.20120 -0.368
H -2.54499 0.90277 -1.23949 0.398
C -3.72217 2.21092 0.02727 -0.229
H 0.39184 2.70249 -1.81307 0.614
C -1.86394 4.17504 -0.66013 -0.293
H -4.41826 1.43764 0.32813 0.320
C -3.83425 3.49168 0.56454 -0.819
C -2.88224 4.46372 0.24766 -0.560
H -1.13675 4.93771 -0.96327 0.391
H -4.63728 3.73409 1.27951 0.355
H -2.91119 5.44582 0.72069 0.342
Si 2.40774 -1.02026 -2.76957 1.120
Cl 0.55084 -0.07873 -1.63608 -0.271
C 2.09865 -2.54514 -3.89033 -1.220
C 4.01034 -0.85317 -1.76591 -0.856
C 2.62194 0.51087 -3.91365 -1.224
H 1.03919 -2.84508 -3.88156 0.297
H 2.69706 -3.41994 -3.59044 0.372
H 2.37070 -2.30040 -4.92644 0.301
H 1.79880 0.61062 -4.63834 0.159
H 3.56836 0.46892 -4.48001 0.516
H 2.62897 1.42237 -3.28784 0.210
H 3.80713 -0.30167 -0.82926 0.100
H 4.76035 -0.25740 -2.30516 0.357
H 4.47870 -1.79434 -1.45304 0.251
C -1.52652 -2.86815 2.62365 -0.669
N -2.19233 -1.65650 3.12625 0.062
C -3.58539 -1.56761 2.64427 -0.907
P -1.26970 -0.26894 2.99829 0.845
O -0.84066 0.11610 1.60415 -0.475
N -2.26633 0.89968 3.61044 0.320
C -1.92989 2.28823 3.28675 -1.048
C -2.85159 0.75530 4.94305 -1.135
N 0.07840 -0.59211 3.92367 0.608
C -0.01893 -1.40051 5.14136 -1.244
C 1.10303 0.45946 4.03802 -1.087
H -2.08475 -3.73569 2.99487 0.424
H -0.49988 -2.93342 2.99464 0.199
H -1.49811 -2.90911 1.51773 0.013
H -4.15680 -2.38395 3.10887 0.365
H -4.03436 -0.61021 2.93257 0.355
H -3.66197 -1.67704 1.54832 0.136
H -1.53995 2.36348 2.26468 0.211
H -2.84934 2.87907 3.35198 0.382
H -1.19267 2.70292 3.99409 0.246
H -3.23727 -0.25570 5.10964 0.325
H -2.12820 1.00279 5.73697 0.241
H -3.68878 1.46563 5.00081 0.422
H 0.83348 -2.09716 5.18097 0.246
H 0.01125 -0.75364 6.03296 0.294
H -0.94933 -1.97625 5.16284 0.428
H 1.28998 0.96573 3.07618 0.257
H 0.82469 1.20465 4.81031 0.244
H 2.05678 -0.01740 4.31517 0.311
```

Computed properties:
Net charge = -1
Spin multiplicity = 1
Orbital gap = 3.2 eV
E_HOMO = -1.2 eV

***

No. 2
Computed, not measured: a 6-piece molecular cluster, C26H54ClN5O8S2 overall at a distorted geometry, with wB97M-V/def2-TZVPD.

The geometry in XYZ format:
```
96
Properties=species:S:1:pos:R:3:mulliken_charge:R:1
C 3.34540 -1.69976 2.94649 -0.806
N 2.38468 -2.39841 2.09350 -0.353
C 1.15181 -1.62935 1.93974 -1.009
C 0.51256 -1.68353 0.55165 2.756
C 0.66635 -3.01202 -0.04838 -0.688
N 0.66176 -4.06742 -0.54319 -0.724
C -0.99607 -1.32691 0.74275 -1.110
C -1.96268 -2.17796 -0.08119 -0.447
C -3.37144 -1.56480 -0.20634 -1.242
C -3.93423 -0.98118 1.10503 -0.578
S -5.53848 -1.76279 1.54090 -0.269
C -6.57961 -0.35998 1.62450 0.522
N -7.13275 0.19220 2.59182 -0.397
N -7.83003 1.28507 2.09488 -0.283
C -7.62063 1.28725 0.86358 0.029
O -6.85889 0.28085 0.44893 -0.271
C 1.08672 -0.63393 -0.43571 1.341
C 0.67100 -0.90742 -1.81150 -0.290
N 0.41762 -1.10362 -2.93006 -0.879
C 2.62550 -0.48499 -0.46162 -0.567
C 2.96863 0.98448 -0.86391 -0.381
C 2.98267 1.90591 0.38260 -0.740
C 1.71784 2.76227 0.52173 -1.140
S 1.06243 2.77841 2.20808 1.130
O 1.27364 4.07029 2.75896 -0.610
O 1.63188 1.72926 2.98784 -0.498
Cl -0.97094 2.51585 2.02343 -0.215
H 3.73419 -0.77386 2.50161 0.144
H 4.19750 -2.35500 3.10200 0.438
H 2.92168 -1.44793 3.91376 0.271
H 2.86440 -2.52836 1.21242 0.429
H 0.43569 -2.04936 2.64032 0.104
H 1.25582 -0.58095 2.24034 0.269
H -1.15609 -0.29151 0.43906 0.339
H -1.27083 -1.36819 1.78984 0.117
H -2.06247 -3.14345 0.41126 0.382
H -1.61205 -2.34674 -1.09271 0.354
H -3.30287 -0.78868 -0.96407 0.379
H -4.02879 -2.34244 -0.57703 0.641
H -3.28215 -1.13077 1.95418 0.414
H -4.06297 0.08506 0.96752 0.376
H -7.99795 2.01504 0.17575 0.489
H 0.68268 0.34452 -0.21116 -0.183
H 3.08607 -0.63892 0.50260 0.051
H 3.07012 -1.09903 -1.23672 0.251
H 3.87419 1.04676 -1.44807 -0.456
H 2.13650 1.30730 -1.49314 0.665
H 3.19665 1.30817 1.26079 0.357
H 3.80430 2.59994 0.24153 0.645
H 0.92262 2.51520 -0.17430 0.697
H 1.96441 3.79912 0.32869 0.496
C 7.64663 1.76802 -0.30103 -0.789
C 7.65496 0.45413 -1.06304 -0.291
O 6.36420 0.15242 -1.57945 -0.394
H 6.92996 1.72567 0.52073 0.173
H 8.63388 1.99426 0.10558 0.383
H 7.34213 2.58954 -0.95425 0.154
H 7.93945 -0.36649 -0.40596 0.289
H 8.37120 0.49418 -1.89123 0.275
H 6.11143 0.87017 -2.17254 0.219
C -0.28843 -3.98402 6.25169 -1.230
C -0.28340 -2.78551 5.32222 0.095
O -1.46302 -2.75299 4.51583 -0.475
H -0.35985 -4.90834 5.67814 0.311
H 0.61857 -4.01486 6.85713 0.347
H -1.15210 -3.95034 6.92012 0.348
H 0.56760 -2.83383 4.64422 0.158
H -0.21736 -1.85259 5.89217 0.235
H -2.22025 -2.69966 5.10545 0.287
C -12.27030 3.11184 -0.42686 -1.128
C -11.06137 2.32243 0.04031 -0.150
O -10.13861 3.15450 0.74044 -0.501
H -11.96149 3.93115 -1.07668 0.294
H -12.96857 2.47490 -0.97191 0.334
H -12.79417 3.55339 0.42392 0.333
H -10.53029 1.89955 -0.81228 0.287
H -11.36817 1.50127 0.69638 0.275
H -10.59517 3.52044 1.50232 0.267
C 1.99273 -3.02742 -6.72227 -1.035
C 2.41233 -3.39859 -5.31102 -0.282
O 2.69611 -2.24055 -4.53625 -0.401
H 2.77791 -2.45053 -7.21277 0.251
H 1.78623 -3.91817 -7.31857 0.355
H 1.09551 -2.40445 -6.70529 0.325
H 3.31811 -4.00354 -5.32941 0.274
H 1.62322 -3.97448 -4.81522 0.268
H 1.89373 -1.70715 -4.50488 0.241
C 3.95470 4.52815 -3.78689 -1.266
C 4.63534 3.79940 -2.64446 0.234
O 5.08462 2.51047 -3.06833 -0.505
H 3.10756 3.94919 -4.15560 0.322
H 3.59925 5.50929 -3.46948 0.365
H 4.64329 4.66182 -4.62396 0.360
H 3.94127 3.64708 -1.81912 -0.131
H 5.49157 4.37205 -2.27398 0.277
H 5.70373 2.64455 -3.79295 0.292
```

Computed properties:
Spin multiplicity = 1
Orbital gap = 8.9 eV
E_HOMO = -9.2 eV
SMILES string = CNC[C@@](C#N)(CCCCSc1nnco1)[C@H](C#N)CCCCS(=O)(=O)Cl.CCO.CCO.CCO.CCO.CCO

***

No. 3
Computed, not measured: C26H54CoGe2N3O2PS as an isolated structure, with wB97M-V/def2-TZVPD.

The geometry in XYZ format:
```
90
Properties=species:S:1:pos:R:3:mulliken_spin:R:1
Co -0.20647 -0.14707 0.22749 2.595
C -1.74163 -4.63354 0.07505 0.004
C -1.41940 -3.19390 0.49594 0.015
Ge -0.79382 -2.17332 -1.07313 0.031
C -2.25530 -1.40584 -2.14681 0.010
C -2.74802 -2.42580 -3.18004 0.004
C 0.52892 -3.10067 -2.12007 0.002
C 1.71477 -2.49474 -2.26088 0.029
Ge 1.76107 -0.81404 -1.25711 0.020
C 1.67585 0.87068 -2.27994 0.009
C 2.78717 1.05216 -3.31969 0.004
C 2.88070 -0.71566 0.37043 0.016
C 4.39119 -0.67543 0.11666 0.004
C 2.85034 -2.97090 -3.07844 -0.009
C 4.01652 -2.21439 -3.15726 0.002
C 5.09769 -2.63336 -3.91781 0.000
C 5.02248 -3.82682 -4.61703 0.000
C 3.86221 -4.59161 -4.55588 0.000
C 2.78678 -4.16892 -3.79736 0.000
H -2.11492 -5.20701 0.92389 0.000
H -0.85437 -5.14299 -0.30198 0.000
H -2.50719 -4.67153 -0.70129 0.000
H -0.64526 -3.18574 1.26524 0.001
H -2.30246 -2.70555 0.91601 -0.002
H -1.89632 -0.50309 -2.64444 0.002
H -3.06380 -1.10185 -1.47788 0.001
H -1.94968 -2.71374 -3.86500 0.000
H -3.55617 -2.00386 -3.77775 0.001
H -3.13322 -3.33242 -2.71107 0.000
H 0.30067 -4.03873 -2.61879 0.001
H 1.68861 1.69836 -1.56555 -0.001
H 0.69864 0.89691 -2.76824 0.001
H 3.77707 1.07675 -2.86154 -0.001
H 2.65093 1.99545 -3.84896 0.000
H 2.77869 0.25211 -4.05984 -0.001
H 2.62068 -1.57039 0.99949 0.004
H 2.58184 0.18456 0.91979 -0.002
H 4.74723 -1.60715 -0.32042 0.000
H 4.92457 -0.52751 1.05616 0.000
H 4.67262 0.14300 -0.54853 0.000
H 4.09289 -1.27083 -2.62505 0.000
H 5.99350 -2.02834 -3.96508 0.000
H 5.86096 -4.16101 -5.21317 0.000
H 3.79819 -5.52107 -5.10558 0.000
H 1.89573 -4.78141 -3.77049 0.001
C 0.50806 1.79441 5.34382 0.001
C -0.28078 1.06085 4.26788 0.006
S 0.78397 -0.11096 3.39914 0.005
O 0.01979 -0.44728 2.10114 0.064
C 0.59591 -1.59943 4.39364 0.004
C -0.82012 -2.14514 4.48539 0.000
H -0.14381 2.51104 5.84157 0.000
H 1.35816 2.33356 4.92626 0.000
H 0.88092 1.11180 6.10832 0.000
H -0.64156 1.72602 3.47956 -0.001
H -1.13260 0.52065 4.67794 0.000
H 1.01614 -1.32632 5.36614 0.000
H 1.28711 -2.31017 3.93807 0.000
H -1.41797 -1.61860 5.22651 0.000
H -0.77314 -3.19002 4.78838 0.000
H -1.32352 -2.10068 3.51977 -0.001
C -3.51441 3.47371 -1.59785 -0.001
N -2.35234 3.75801 -0.74517 0.004
C -1.41057 4.68683 -1.37948 0.000
P -1.82889 2.65975 0.34267 0.024
O -1.16654 1.41323 -0.24401 0.088
N -3.18104 2.20685 1.14926 0.001
C -4.18612 3.16970 1.60852 0.000
C -3.45768 0.84989 1.60059 0.038
N -0.69500 3.42147 1.25728 0.002
C 0.71767 3.09167 1.31209 0.010
C -1.04790 4.60735 2.03875 0.000
H -4.05233 4.40266 -1.78785 0.000
H -4.18852 2.77325 -1.11246 0.000
H -3.19624 3.05277 -2.55486 0.000
H -1.92859 5.61955 -1.60142 0.000
H -1.02445 4.27117 -2.31363 0.000
H -0.57676 4.90545 -0.71592 0.000
H -4.04892 4.13344 1.12563 0.000
H -4.13663 3.30174 2.69201 0.000
H -5.18138 2.80172 1.35240 0.000
H -2.71444 0.14755 1.23485 -0.003
H -4.43491 0.53245 1.22976 0.000
H -3.47549 0.79490 2.69218 0.001
H 0.94118 2.21172 0.71309 0.013
H 1.03542 2.90672 2.34341 0.001
H 1.32239 3.91619 0.92225 0.000
H -2.06297 4.93061 1.81951 0.000
H -0.37528 5.43120 1.79001 0.000
H -0.96636 4.40892 3.11073 0.000
```

Computed properties:
Net charge = +2
⟨S²⟩ = 3.759
Spin multiplicity = 4
Orbital gap (spin up / spin down) = 7.8 / 6.7 eV
E_HOMO (spin up / spin down) = -13.1 / -13.1 eV

***

No. 4
Computed, not measured: a 9-piece molecular cluster, C26H54N2O25S3 overall at a distorted geometry, with wB97M-V/def2-TZVPD.

The geometry in XYZ format:
```
110
Properties=species:S:1:pos:R:3:mulliken_charge:R:1
C 0.36283 -2.73280 -4.70990 -0.973
N 0.14783 -1.85480 -3.43290 0.988
C 1.26783 -2.09180 -2.51490 -1.205
C 0.02683 -0.52280 -4.00690 -2.249
C -1.23117 -2.32480 -2.84790 -0.543
C -1.50317 -3.89280 -2.67590 -1.321
O -2.52517 -4.05080 -1.66390 -0.474
H 1.34083 -2.53680 -5.22290 0.329
H -0.53317 -2.34780 -5.41890 0.331
H 0.36683 -3.74480 -4.51790 0.485
H 1.03083 -1.62780 -1.51590 0.093
H 2.13283 -1.72880 -2.71990 0.863
H 1.25183 -3.27380 -2.35390 0.324
H -0.82617 -0.32080 -4.61290 0.408
H 0.91883 -0.39080 -4.31290 1.063
H -0.03217 0.21820 -3.39290 0.746
H -2.16617 -2.09980 -3.54390 0.260
H -1.50517 -1.70780 -2.13090 0.573
H -0.67117 -4.52880 -2.29790 0.292
H -1.76617 -4.17080 -3.65990 0.666
H -3.40017 -4.04280 -2.22190 0.368
N -0.42117 0.26020 0.45510 0.290
O -1.31617 -0.59580 0.33010 -0.264
O -0.33017 1.09020 -0.51390 -0.396
O 0.53683 0.15420 1.26610 -0.515
O 5.34583 1.76920 -3.15090 -0.689
S 4.48683 1.29820 -2.13390 1.294
O 4.65983 -0.03880 -1.59590 -0.605
O 4.93083 2.29520 -0.87990 -0.269
C 6.36883 2.03020 -0.53590 -0.211
C 6.53483 2.99320 0.60710 -1.382
C 2.73583 1.62920 -2.23990 -0.249
H 7.11883 2.30620 -1.40290 0.296
H 6.69083 1.04320 -0.25690 0.336
H 6.30083 3.88520 0.44210 0.606
H 7.47083 2.86720 1.03210 0.394
H 5.56683 2.75120 1.22610 0.152
H 2.17783 0.96820 -2.96490 -0.102
H 2.72083 2.71120 -2.57690 0.159
H 2.21983 1.50520 -1.37390 0.225
O -7.21217 -1.74080 -0.20690 -0.646
S -6.09217 -1.10380 0.47910 1.271
O -5.90517 0.28520 0.47110 -0.584
O -6.14817 -1.48580 2.10210 -0.296
C -7.04517 -0.78280 2.84610 -0.564
C -7.30117 -1.13180 4.29210 -1.304
C -4.49917 -1.66180 -0.05690 -0.150
H -8.04317 -0.98280 2.39010 0.499
H -6.95817 0.20120 2.78810 0.582
H -6.61717 -0.61680 4.94610 0.209
H -7.24817 -2.11480 4.22410 0.435
H -8.27617 -0.77880 4.62610 0.337
H -4.41917 -2.77580 0.21210 0.380
H -3.71517 -1.13380 0.40810 -0.386
H -4.34717 -1.65380 -1.25890 0.174
O 7.05283 -2.41380 3.75910 -0.620
S 6.82883 -1.04180 3.83210 1.227
O 7.55083 -0.19580 2.94210 -0.622
O 5.25583 -0.86480 3.30310 -0.330
C 4.94783 -1.14680 2.07410 -0.230
C 3.70983 -0.34680 1.73410 -0.341
C 6.84883 -0.39480 5.44610 -0.864
H 4.69283 -2.17680 2.18210 0.304
H 5.88583 -1.02680 1.33310 0.208
H 3.97383 0.68420 1.83810 0.193
H 2.77383 -0.54480 2.37110 0.080
H 3.27383 -0.60880 0.79810 -0.013
H 5.84583 -0.55680 5.77210 0.318
H 7.01283 0.63220 5.60310 0.370
H 7.66883 -0.98680 6.09610 0.285
C -0.06217 4.32520 -2.04490 0.451
C 1.12583 5.13220 -2.42890 -0.233
O 0.70383 6.45320 -2.47990 -0.323
C -0.42417 6.54120 -1.74890 0.495
O -0.88217 7.58620 -1.36690 -0.539
O -0.88517 5.30920 -1.41390 -0.279
H 0.25383 3.48920 -1.42790 0.012
H -0.55117 4.00620 -2.92890 0.055
H 1.80783 4.81420 -3.52490 0.221
H 2.11883 5.13020 -1.76590 0.174
C -0.07617 -3.88580 1.05910 0.241
C 0.55283 -3.18980 2.33010 -0.088
O 1.84783 -3.49180 2.26710 -0.292
C 2.10383 -4.03780 1.08310 0.573
O 3.28883 -4.17880 0.57110 -0.613
O 0.98983 -4.16680 0.24910 -0.274
H -0.56817 -3.27380 0.36610 -0.114
H -0.60317 -4.80880 1.35310 0.266
H 0.23283 -3.49080 3.26310 0.408
H 0.52183 -2.10380 2.44710 -0.081
C -3.08217 1.96720 -1.91090 0.627
C -3.18317 2.48020 -3.29590 -0.248
O -4.51417 2.65220 -3.36790 -0.285
C -5.06717 2.65820 -2.31090 0.614
O -6.26117 2.96320 -2.14190 -0.672
O -4.20717 2.39720 -1.34090 -0.312
H -2.35817 2.39420 -1.41790 0.143
H -2.93817 0.80820 -1.91090 -0.499
H -2.90217 1.76320 -4.11490 0.217
H -2.74717 3.29820 -3.45390 0.372
C -2.10317 0.85720 3.55510 0.243
C -3.42117 0.57820 2.90510 0.131
O -4.33017 0.64820 3.93410 -0.284
C -3.73917 0.91220 5.06910 0.462
O -4.29417 0.98120 6.17510 -0.624
O -2.40217 0.97920 4.93310 -0.343
H -1.66817 1.96520 3.31810 0.099
H -1.30817 0.05920 3.54810 -0.008
H -3.19417 -0.37880 2.51110 -0.228
H -3.75517 1.17420 2.15410 0.514
```

Computed properties:
Spin multiplicity = 1
Orbital gap = 8.4 eV
E_HOMO = -9.5 eV